Entry 1:
{"formula": "C40H72I2NO16S7Si", "method": "ωB97M-V/def2-TZVPD", "elements": ["I", "I", "S", "S", "S", "S", "S", "S", "S", "Si", "O", "O", "O", "O", "O", "O", "O", "O", "O", "O", "O", "O", "O", "O", "O", "O", "N", "C", "C", "C", "C", "C", "C", "C", "C", "C", "C", "C", "C", "C", "C", "C", "C", "C", "C", "C", "C", "C", "C", "C", "C", "C", "C", "C", "C", "C", "C", "C", "C", "C", "C", "C", "C", "C", "C", "C", "C", "H", "H", "H", "H", "H", "H", "H", "H", "H", "H", "H", "H", "H", "H", "H", "H", "H", "H", "H", "H", "H", "H", "H", "H", "H", "H", "H", "H", "H", "H", "H", "H", "H", "H", "H", "H", "H", "H", "H", "H", "H", "H", "H", "H", "H", "H", "H", "H", "H", "H", "H", "H", "H", "H", "H", "H", "H", "H", "H", "H", "H", "H", "H", "H", "H", "H", "H", "H", "H", "H", "H", "H"], "coordinates": [[-1.55, 3.45, -1.55], [-3.76, 6.61, -1.86], [0.97, -3.56, -1.70], [-3.78, -4.07, -2.40], [-2.03, -0.31, 0.10], [-3.47, -2.43, 5.76], [-0.68, 8.12, 1.68], [5.47, -1.88, 2.00], [10.87, -3.19, 3.67], [-3.68, 5.73, -6.22], [0.60, 8.72, 2.00], [-2.39, -1.51, 5.47], [-4.82, -2.22, 5.28], [-0.04, -3.58, -0.66], [-4.46, -3.19, -1.47], [-0.59, -0.43, 0.21], [0.65, -3.21, -3.08], [-3.74, -5.50, -2.21], [-2.68, 0.14, -1.11], [-10.37, 4.76, -6.86], [5.15, -1.53, 0.63], [4.46, -1.90, 3.04], [10.55, -2.84, 2.30], [-9.02, 3.00, -7.91], [-1.48, 8.55, 0.56], [9.86, -3.21, 4.72], [-5.40, 4.60, -3.92], [-2.63, 0.66, 1.48], [-3.69, 5.44, -8.13], [6.83, -0.88, 2.55], [2.33, -2.56, -1.15], [-2.26, -4.61, 6.56], [-1.21, 5.77, 2.80], [-3.49, -0.28, 2.33], [7.74, -1.85, 3.29], [-4.36, -3.73, -4.05], [1.84, -5.12, -1.68], [-2.33, 6.75, 3.17], [-0.48, 6.34, 1.59], [-2.12, -3.48, -2.64], [-3.74, 7.68, -5.96], [7.78, -3.11, 2.42], [-9.25, 4.04, -6.85], [-3.18, -3.07, -4.78], [-8.00, 4.22, -5.77], [-6.69, 4.06, -3.29], [-1.90, -3.58, -4.14], [-2.96, -1.70, 2.11], [3.24, -3.53, -0.42], [-2.95, -4.07, 5.31], [11.74, -4.75, 3.69], [-5.25, 4.99, -5.38], [-8.06, 3.84, -4.18], [12.23, -2.19, 4.22], [3.28, -4.79, -1.28], [-6.58, 4.79, -6.36], [-3.51, -2.72, 7.53], [6.34, -3.44, 2.02], [-2.00, 5.12, -5.51], [-3.15, -4.19, 7.73], [13.18, -4.42, 4.10], [-4.22, 4.74, -2.97], [-3.73, 2.14, -3.72], [-1.69, 8.13, 3.14], [-2.77, -1.85, 0.61], [-3.35, 3.50, -2.84], [13.14, -3.16, 4.96], [-4.51, -2.49, 7.91], [5.86, -4.09, 2.75], [-3.22, -3.29, -5.86], [-3.61, 2.43, -4.86], [-3.68, 4.31, -8.45], [11.87, -1.38, 4.86], [-6.70, 3.78, -2.14], [-1.90, 5.60, -4.43], [12.73, -1.78, 3.34], [12.72, -3.40, 5.94], [7.33, -0.47, 1.66], [8.74, -1.44, 3.44], [-0.51, 5.68, 3.64], [-2.43, 8.94, 3.09], [-3.64, -2.45, 2.51], [8.38, -2.92, 1.53], [-2.63, 8.04, -6.17], [1.97, -1.75, -0.52], [11.70, -5.20, 2.70], [-3.84, -4.66, 5.07], [7.32, -2.09, 4.27], [-3.13, 6.69, 2.42], [-1.27, -4.15, 6.67], [3.74, -5.63, -0.75], [-1.42, -4.09, -2.06], [2.83, -2.15, -2.04], [-3.46, 0.00, 3.38], [0.58, 6.09, 1.60], [-2.65, -4.34, 8.70], [-2.76, 6.52, 4.15], [-1.03, -3.00, -4.46], [-3.24, -1.98, -4.67], [-2.14, -5.69, 6.52], [14.14, -2.75, 5.11], [-1.99, -1.81, 2.62], [-3.21, 1.51, 1.11], [-2.28, -4.03, 4.45], [-2.08, -2.44, -2.31], [4.24, -3.11, -0.26], [11.26, -5.40, 4.43], [3.88, -4.60, -2.18], [-4.65, 6.01, -8.56], [8.24, -3.95, 2.96], [-4.53, -0.23, 1.99], [-4.08, 7.82, -4.84], [-3.01, 1.23, -3.49], [-2.73, 5.96, -8.60], [-4.07, -4.79, 7.73], [-8.39, 2.30, -7.53], [-6.52, 5.08, -7.52], [-4.50, 8.10, -6.75], [6.30, -3.89, 1.03], [2.82, -3.77, 0.57], [-1.92, 3.96, -5.35], [-0.94, 6.00, 0.65], [-1.14, 5.50, -6.22], [13.64, -5.26, 4.63], [-2.78, -2.05, 8.00], [-3.73, -1.94, 0.10], [-9.07, 3.40, -3.72], [-2.12, -2.68, 0.34], [13.78, -4.24, 3.20], [-1.73, -4.63, -4.43], [-1.04, 8.28, 4.01], [-5.22, -3.06, -4.01], [-1.60, 4.77, 2.59], [1.80, -5.57, -2.68], [-4.88, 1.86, -3.59], [-1.76, 1.02, 2.04], [6.47, -0.07, 3.18], [-4.64, -4.67, -4.52], [1.36, -5.77, -0.95]], "lowdin_charge": [0.86, 0.82, 0.70, 0.69, 0.64, 0.66, 0.67, 0.68, 0.68, 0.49, -0.32, -0.32, -0.33, -0.33, -0.34, -0.32, -0.33, -0.31, -0.40, 0.03, -0.35, -0.32, -0.33, 0.01, -0.35, -0.32, -0.12, -0.23, -0.23, -0.22, -0.21, -0.22, -0.22, -0.21, -0.24, -0.23, -0.22, -0.22, -0.23, -0.26, -0.20, -0.24, -0.25, -0.22, -0.01, 0.07, -0.23, -0.22, -0.23, -0.24, -0.22, -0.09, 0.07, -0.23, -0.21, 0.07, -0.23, -0.22, -0.22, -0.22, -0.22, -0.73, -0.12, -0.23, -0.23, -0.63, -0.22, 0.11, 0.11, 0.11, 0.08, 0.06, 0.11, 0.16, 0.04, 0.11, 0.12, 0.11, 0.09, 0.12, 0.11, 0.12, 0.11, 0.07, 0.11, 0.11, 0.11, 0.13, 0.12, 0.12, 0.12, 0.07, 0.12, 0.11, 0.11, 0.12, 0.12, 0.10, 0.11, 0.12, 0.12, 0.12, 0.09, 0.11, 0.10, 0.07, 0.11, 0.12, 0.05, 0.10, 0.12, 0.01, 0.08, 0.07, 0.12, 0.13, 0.12, 0.06, 0.10, 0.13, 0.04, 0.06, 0.07, 0.12, 0.11, 0.08, 0.14, 0.09, 0.12, 0.13, 0.11, 0.10, 0.11, 0.11, 0.09, 0.11, 0.11, 0.11, 0.11], "total_charge": 1, "relative_energy_kcal_mol": 268.83, "e_homo_ev": -11.2624, "multiplicity": 1, "homo_lumo_gap_ev": 6.23}

---

Entry 2:
{"formula": "C3H3N3OS", "method": "ωB97M-V/def2-TZVPD", "elements": ["S", "O", "N", "N", "N", "C", "C", "C", "H", "H", "H"], "coordinates": [[0.49, 3.23, -0.79], [0.02, -2.63, 0.46], [1.37, -0.47, -0.24], [1.69, 0.74, -0.61], [-0.48, 0.83, -0.04], [-0.66, -1.45, 0.47], [0.53, 1.52, -0.52], [0.04, -0.41, 0.02], [-1.68, -1.46, 0.86], [-0.63, -3.29, 0.64], [-0.70, 3.41, -0.25]], "nbo_charge": [0.08, -0.60, -0.15, -0.22, -0.46, 0.31, 0.14, 0.07, 0.20, 0.48, 0.15], "total_charge": 0, "relative_energy_kcal_mol": 69.02, "e_homo_ev": -8.8579, "smiles": "O/C=C1\\N=NC(S)=N1", "multiplicity": 1, "homo_lumo_gap_ev": 7.72}

---

Entry 3:
{"formula": "C5H13NO", "method": "ωB97M-V/def2-TZVPD", "elements": ["O", "N", "C", "C", "C", "C", "C", "H", "H", "H", "H", "H", "H", "H", "H", "H", "H", "H", "H", "H"], "coordinates": [[-2.96, -0.11, -0.89], [-0.24, -0.44, 0.59], [0.19, -0.78, -0.79], [0.26, 0.90, 0.90], [0.61, 1.58, -0.43], [0.22, -1.41, 1.58], [1.00, 0.42, -1.32], [1.17, 0.84, 1.49], [1.27, -1.27, 1.84], [2.07, 0.21, -1.27], [-0.39, -1.38, 2.48], [0.78, 0.58, -2.37], [-2.27, -0.69, -0.51], [-2.61, 0.75, -0.63], [-0.67, -0.85, -1.44], [-0.50, 1.42, 1.49], [0.71, -1.73, -0.86], [1.45, 2.24, -0.25], [0.13, -2.44, 1.19], [-0.23, 2.16, -0.81]], "nbo_charge": [-0.94, -0.46, -0.23, -0.22, -0.42, -0.41, -0.42, 0.17, 0.17, 0.20, 0.20, 0.22, 0.48, 0.46, 0.19, 0.20, 0.20, 0.22, 0.20, 0.20], "total_charge": 0, "relative_energy_kcal_mol": 24.76, "e_homo_ev": -8.8118, "smiles": "CN1CCCC1.O", "multiplicity": 1, "homo_lumo_gap_ev": 9.75}

---

Entry 4:
{"formula": "C6H13AsCl10F6NiO9P2Y", "method": "ωB97M-V/def2-TZVPD", "elements": ["Y", "As", "Ni", "Cl", "Cl", "Cl", "Cl", "Cl", "Cl", "Cl", "Cl", "Cl", "Cl", "P", "P", "F", "F", "F", "F", "F", "F", "O", "O", "O", "O", "O", "O", "O", "O", "O", "C", "C", "C", "C", "C", "C", "H", "H", "H", "H", "H", "H", "H", "H", "H", "H", "H", "H", "H"], "coordinates": [[-6.77, 0.38, 2.02], [-10.16, 0.96, 0.32], [-7.79, 3.56, 1.45], [-14.92, 1.74, -0.44], [-10.24, -3.95, -0.40], [-9.24, 0.92, -5.45], [-7.28, 0.34, -3.34], [-8.26, -2.66, -2.19], [-14.57, 3.80, 1.68], [-14.32, -3.58, -0.18], [-13.93, -1.27, 1.59], [-11.56, -3.54, -3.60], [-12.98, -1.21, -2.45], [-5.55, -1.70, 0.61], [-5.60, 2.67, 0.34], [-9.49, 2.60, 0.64], [-11.33, 1.21, 1.56], [-11.15, 1.75, -0.87], [-9.05, 0.28, 1.53], [-8.98, 0.61, -0.85], [-10.88, -0.58, -0.02], [-6.16, -0.30, -0.01], [-6.10, 4.11, 0.73], [-4.94, 1.80, 1.48], [-7.05, 2.04, 0.58], [-6.96, -1.70, 1.34], [-7.77, 2.30, 3.17], [-4.63, -0.79, 1.49], [-5.10, -2.00, -0.84], [-5.20, 2.29, -1.03], [-8.81, 1.08, -3.70], [-8.75, -2.96, -0.52], [-8.73, 2.53, 4.17], [-13.80, 2.64, 0.60], [-11.46, -1.84, -3.09], [-13.24, -2.78, 0.99], [-8.81, 2.15, -3.51], [-13.06, 3.11, -0.04], [-9.33, 3.40, 3.87], [-12.33, -2.54, 0.45], [-8.81, -2.01, -0.02], [-13.24, 1.90, 1.16], [-7.97, -3.52, -0.02], [-10.74, -1.70, -2.29], [-13.06, -3.44, 1.83], [-9.46, 1.70, 4.13], [-11.11, -1.30, -3.97], [-9.56, 0.58, -3.10], [-8.33, 2.58, 5.19]], "lowdin_charge": [1.40, 0.80, 0.70, 0.48, 0.50, 0.40, 0.60, 0.55, 0.48, 0.45, 0.50, 0.46, 0.51, 0.14, 0.06, -0.28, -0.25, -0.25, -0.27, -0.21, -0.26, -0.56, -0.42, -0.46, -0.54, -0.57, -0.47, -0.48, -0.41, -0.33, -1.02, -0.97, -0.28, -1.05, -1.04, -1.02, 0.03, 0.02, 0.05, -0.06, -0.01, -0.01, 0.01, -0.05, 0.02, 0.06, 0.01, -0.02, 0.05], "total_charge": -3, "s_squared": 2.01, "e_homo_ev": [2.9278, 2.9647], "multiplicity": 3, "homo_lumo_gap_ev": [2.20, 2.17]}